A structure of composition C2H10BInO2. Source: the Open Molecules 2025 dataset; level of theory: ωB97M-V/def2-TZVPD.

Calculated values
* HOMO energy: -19.204 eV
* energy relative to the best compared isomer or geometry (same formula, charge and spin): 28.2 kcal/mol
* total energy: -446.68063 a.u.
* total charge: +2

Each line ends with the Löwdin charge.
CARTESIAN COORDINATES (ANGSTROEM)
In -0.63665 -0.65629 -2.09320  1.5500
B 2.37672 -1.02699 -1.66512  -0.1069
H 2.22203 0.06712 -1.31776  0.0461
H 1.73106 -1.22069 -2.63241  -0.0114
H 3.45563 -1.42346 -1.85495  0.1335
H 1.92765 -1.65837 -0.78046  0.0704
C -0.82414 0.02251 1.53565  -0.1877
C -1.64162 1.20042 0.98019  -0.1608
O -2.03454 0.85471 -0.33810  -0.1342
O 0.20026 -0.41251 0.67676  -0.0938
H -1.45454 -0.84848 1.76110  0.1548
H -0.45595 0.28595 2.52916  0.1548
H -0.97922 2.06709 1.07039  0.1469
H -2.45133 1.37534 1.69373  0.1619
H -2.49038 1.64140 -0.68315  0.1389
H 1.05502 -0.26775 1.11817  0.1375

The molecule C2H10ClNSi2. Source: the Open Molecules 2025 dataset; level of theory: ωB97M-V/def2-TZVPD.

Calculated values
* HOMO energy: -8.916 eV
* energy relative to the best compared isomer or geometry (same formula, charge and spin): 0.0 kcal/mol
* total energy: -1176.16941 a.u.
* SMILES string: C[Si](C)(Cl)[SiH2]N

Each line ends with the Löwdin charge.
CARTESIAN COORDINATES (ANGSTROEM)
C 0.66082 -1.03345 1.49797  -0.2895
Si 1.02110 0.01718 -0.07367  0.1068
C 1.38197 -1.11401 -1.57947  -0.2730
Cl 2.77390 1.15057 -0.05860  0.2220
Si -1.11337 1.58651 -0.24596  0.4468
N -2.55253 0.75575 0.15390  -0.1856
H -0.18002 -1.69160 1.35100  0.0024
H 1.43124 -1.70921 1.98854  0.0408
H 0.41157 -0.20683 2.26964  0.0373
H 1.54952 -2.19680 -1.16380  0.0660
H 0.43359 -1.15747 -2.08852  -0.0020
H 2.23585 -0.73164 -2.09484  -0.0129
H -0.83719 2.85516 0.69097  -0.0730
H -1.10550 1.92570 -1.75612  -0.0789
H -3.46206 1.14368 0.05861  0.0111
H -2.64888 0.40645 1.05038  -0.0184

A structure of composition C2H10IMnO4. Source: the Open Molecules 2025 dataset; level of theory: ωB97M-V/def2-TZVPD.

Calculated values
* <S²>: 8.76
* multiplicity: 6
* HOMO energy (spin up / spin down): -13.208 / -13.205 eV
* total energy: -1831.51718 a.u.
* total charge: +1

Each line ends with the Löwdin spin population.
CARTESIAN COORDINATES (ANGSTROEM)
Mn 5.25994 20.66070 7.26503  4.9120
I 6.16107 18.82693 5.52398  0.0774
O 9.12185 18.56617 7.73038  0.0025
H 9.74782 18.63881 7.00294  0.0001
H 8.32178 18.20552 7.33788  0.0015
O 6.54897 18.00645 1.94555  -0.0006
H 6.21107 18.01503 2.84460  -0.0003
H 6.72944 17.08045 1.75618  0.0000
C 2.30415 16.21068 3.90403  0.0002
C 2.14672 17.69103 4.14812  0.0002
O 2.80222 18.03048 5.37050  0.0048
O 3.69250 15.86467 3.91676  0.0001
H 1.85718 15.93449 2.94474  0.0000
H 1.78418 15.70887 4.72587  0.0000
H 1.07570 17.86360 4.24510  0.0000
H 2.53729 18.30304 3.33043  0.0000
H 3.69522 17.68173 5.25036  0.0019
H 3.73789 14.90453 3.89256  0.0000